Record 1
The following is a DFT calculation (ωB97M-V/def2-TZVPD) of a single C4H7NO molecule at a distorted geometry.

```
! wB97M-V def2-TZVPD RIJCOSX def2/J DEFGRID3
* xyz 0 1
C -0.422 1.311 0.127
C -0.481 -0.097 -0.483
C -1.559 -0.977 -0.009
N -2.242 -1.816 0.404
C 0.859 -0.931 0.003
O 2.025 -0.163 0.002
H -0.651 2.129 -0.557
H -0.987 1.399 1.056
H 0.641 1.536 0.392
H -0.554 -0.038 -1.583
H 0.967 -1.766 -0.697
H 0.640 -1.316 1.014
H 1.764 0.729 0.331
*
```

As for the structure (SMILES): C[C@H](C#N)CO. Its energy above the lowest of the compared OMol25 structures with the same formula, charge and spin is 1.715 eV. For the max |F|, the calculation gives 0.0291 Eh/bohr. For the orbital gap, the calculation gives 11.469 eV. For the HOMO energy, the calculation gives -10.825 eV.


Record 2
The following is a DFT calculation (ωB97M-V/def2-TZVPD) of a molecular structure, C13H15ClN2O2ReSe at a distorted geometry.

```
! wB97M-V def2-TZVPD RIJCOSX def2/J DEFGRID3
* xyz 2 4
Cl -1.972 2.370 -2.466
C -1.263 -1.692 -2.255
C 0.101 -1.724 -1.748
C 0.832 -0.704 -2.440
H 0.536 -2.492 -1.108
C -0.044 -0.005 -3.355
C -1.346 -0.638 -3.230
H -2.211 -0.379 -3.829
H -2.058 -2.391 -1.997
H 1.901 -0.511 -2.399
C 0.367 1.123 -4.236
Re -0.853 0.367 -1.233
C 0.758 1.115 -0.426
O 1.690 1.646 0.051
C -2.078 1.788 -0.357
O -2.773 2.428 0.331
H 1.324 1.523 -3.895
H -0.363 1.926 -4.211
H 0.509 0.807 -5.274
C 1.072 -2.596 2.099
N 0.899 -1.253 2.613
C 1.665 -0.652 3.605
C 1.144 0.576 3.823
N 0.060 0.712 2.964
C -0.798 1.877 2.893
C -0.058 -0.398 2.191
Se -1.351 -0.763 0.828
H 0.147 -3.172 2.206
H 1.865 -3.050 2.693
H 1.358 -2.561 1.044
H 2.513 -1.154 4.024
H 1.444 1.385 4.466
H -0.978 2.243 3.910
H -0.298 2.655 2.303
H -1.740 1.594 2.414
*
```

Its energy above the lowest of the compared OMol25 structures with the same formula, charge and spin is 0.422 eV. For the max |F|, the calculation gives 0.1164 Eh/bohr. For the orbital gap (alpha / beta), the calculation gives 6.892 / 5.553 eV. For the HOMO energy (alpha / beta), the calculation gives -14.086 / -16.163 eV.


Record 3
The following is a DFT calculation (ωB97M-V/def2-TZVPD) of a single C6H9N molecule.

```
! wB97M-V def2-TZVPD RIJCOSX def2/J DEFGRID3
* xyz 0 1
C 1.749 0.773 -0.237
C 1.195 -0.139 0.861
C 0.140 0.558 1.575
C -1.215 -1.346 -0.409
C -0.491 -0.043 -0.728
C -0.853 0.885 0.461
N 0.946 -0.350 -0.600
H 2.818 0.663 -0.416
H 1.372 1.793 -0.320
H 1.906 -0.803 1.347
H -1.053 -1.540 0.653
H -0.817 -2.193 -0.969
H -2.294 -1.245 -0.556
H -0.692 0.331 -1.743
H -0.825 1.975 0.295
H -1.886 0.680 0.785
*
```

Its energy above the lowest of the compared OMol25 structures with the same formula, charge and spin is 4.537 eV. For the max |F|, the calculation gives 0.0175 Eh/bohr. For the orbital gap, the calculation gives 8.694 eV. For the HOMO energy, the calculation gives -8.573 eV.


Record 4
The following is a DFT calculation (ωB97M-V/def2-TZVPD) of a molecular structure, C26H71GaN7 at a distorted geometry.

```
! wB97M-V def2-TZVPD RIJCOSX def2/J DEFGRID3
* xyz -1 1
N 1.662 8.870 -5.796
C 2.388 7.789 -6.513
N 2.953 8.273 -7.794
N 1.555 6.638 -6.822
C 3.617 7.376 -5.639
Ga 4.831 5.910 -6.474
H 0.723 8.579 -5.562
H 1.648 9.701 -6.369
H 3.798 8.791 -7.595
H 2.246 8.871 -8.209
H 0.586 6.883 -6.952
H 1.680 5.888 -6.163
H 3.280 7.098 -4.627
H 4.229 8.292 -5.569
H 4.994 4.731 -5.387
H 4.145 5.388 -7.825
H 6.308 6.514 -6.784
C 0.749 0.964 -1.264
C 1.162 1.009 -2.730
N 1.116 2.338 -3.306
C 1.256 2.338 -4.756
C 2.582 1.854 -5.345
C 1.880 3.362 -2.606
C 3.384 3.139 -2.430
H -0.248 1.385 -1.124
H 0.730 -0.073 -0.920
H 1.449 1.505 -0.625
H 0.467 0.368 -3.282
H 2.157 0.553 -2.829
H 1.052 3.345 -5.129
H 0.452 1.717 -5.168
H 3.368 2.599 -5.231
H 2.464 1.681 -6.417
H 2.920 0.915 -4.900
H 1.435 3.496 -1.614
H 1.721 4.321 -3.105
H 3.623 2.116 -2.131
H 3.762 3.802 -1.647
H 3.940 3.376 -3.337
C 1.165 -2.974 -2.694
C 1.614 -4.303 -2.105
N 2.566 -4.156 -1.018
C 3.187 -5.413 -0.628
C 2.293 -6.503 -0.029
C 2.145 -3.295 0.076
C 0.853 -3.653 0.817
H 2.019 -2.385 -3.031
H 0.518 -3.152 -3.554
H 0.595 -2.380 -1.977
H 2.092 -4.875 -2.905
H 0.723 -4.872 -1.801
H 4.001 -5.201 0.072
H 3.679 -5.827 -1.514
H 2.018 -6.283 1.001
H 2.834 -7.453 -0.016
H 1.382 -6.658 -0.608
H 2.040 -2.279 -0.317
H 2.961 -3.220 0.799
H 0.048 -3.946 0.141
H 0.503 -2.784 1.378
H 1.009 -4.454 1.539
C 0.336 -1.482 8.109
C 0.880 -1.556 6.688
N -0.151 -1.746 5.684
C 0.383 -2.075 4.370
C 1.234 -1.022 3.656
C -1.232 -0.773 5.693
C -0.869 0.704 5.511
H -0.251 -2.370 8.350
H 1.165 -1.423 8.816
H -0.287 -0.600 8.265
H 1.564 -2.408 6.642
H 1.484 -0.658 6.496
H -0.445 -2.363 3.714
H 0.987 -2.984 4.474
H 0.623 -0.220 3.244
H 1.758 -1.483 2.816
H 1.991 -0.584 4.307
H -1.773 -0.875 6.638
H -1.965 -1.053 4.933
H 0.003 0.996 6.097
H -1.704 1.329 5.839
H -0.683 0.953 4.467
C -7.928 -0.713 3.435
C -6.497 -1.125 3.116
N -5.985 -2.163 3.993
C -4.549 -2.366 3.860
C -4.019 -2.885 2.520
C -6.786 -3.374 4.076
C -7.054 -4.145 2.780
H -8.022 -0.393 4.474
H -8.220 0.122 2.797
H -8.638 -1.522 3.255
H -5.868 -0.238 3.231
H -6.443 -1.414 2.057
H -4.209 -3.035 4.655
H -4.059 -1.409 4.067
H -4.212 -3.949 2.391
H -2.934 -2.754 2.481
H -4.440 -2.348 1.669
H -7.749 -3.112 4.522
H -6.327 -4.049 4.803
H -7.316 -3.488 1.949
H -7.895 -4.828 2.929
H -6.202 -4.755 2.484
*
```

For the max |F|, the calculation gives 0.0391 Eh/bohr. For the orbital gap, the calculation gives 6.198 eV. For the HOMO energy, the calculation gives -4.367 eV.


Record 5
The following is a DFT calculation (ωB97M-V/def2-TZVPD) of a single C11H17N5OS molecule at a distorted geometry.

```
! wB97M-V def2-TZVPD RIJCOSX def2/J DEFGRID3
* xyz 0 1
C 4.601 1.656 1.685
C 3.405 0.618 1.291
C 2.713 0.031 2.636
C 1.796 -0.993 2.382
C 0.683 -0.499 1.608
C -0.400 -1.429 1.602
S -1.990 -0.970 0.917
C -1.512 -0.635 -0.814
N -0.412 -0.951 -1.013
N -0.238 -0.760 -2.404
C -1.324 -0.249 -3.036
N -1.962 0.187 -4.030
C -3.147 0.490 -4.373
O -3.470 1.055 -5.396
C -3.971 0.714 -3.291
C -3.582 0.329 -1.917
N -4.540 0.194 -0.840
N -2.326 -0.071 -1.598
H 4.248 2.432 2.287
H 5.193 1.968 0.694
H 5.504 1.101 2.244
H 3.814 -0.311 0.867
H 2.822 1.016 0.777
H 3.730 -0.243 3.366
H 2.436 0.994 3.222
H 1.648 -1.368 3.274
H 2.095 -1.854 1.894
H 0.084 0.104 2.455
H 0.730 -0.030 0.760
H -0.018 -2.090 0.958
H -0.761 -2.060 2.561
H -1.251 0.297 -4.732
H -5.136 0.952 -3.224
H -5.417 0.580 -0.860
H -4.044 -0.206 0.046
*
```

As for the structure (SMILES): CCCCCCSc1nnc2[nH]c(=O)cc(N)n12. Its energy above the lowest of the compared OMol25 structures with the same formula, charge and spin is 11.822 eV. For the max |F|, the calculation gives 0.3172 Eh/bohr. For the orbital gap, the calculation gives 8.931 eV. For the HOMO energy, the calculation gives -8.585 eV.


Record 6
The following is a DFT calculation (ωB97M-V/def2-TZVPD) of a molecular structure, C18H31AsN2ReS6 at a distorted geometry.

```
! wB97M-V def2-TZVPD RIJCOSX def2/J DEFGRID3
* xyz 2 4
Re -1.509 0.240 0.239
C -2.781 0.922 3.233
C -3.200 2.181 2.510
S -3.225 1.942 0.682
C -2.370 3.463 0.141
C -0.936 3.580 0.607
S 0.068 2.085 0.213
C 0.929 1.791 1.793
C 0.037 1.489 2.982
S -1.220 0.187 2.630
H -2.674 1.094 4.305
H -3.514 0.125 3.080
H -4.215 2.457 2.803
H -2.541 3.022 2.734
H -2.421 3.421 -0.946
H -2.962 4.311 0.487
H -0.448 4.412 0.101
H -0.866 3.755 1.678
H 1.569 0.939 1.555
H 1.554 2.665 1.982
H 0.644 1.085 3.792
H -0.479 2.371 3.356
S -3.119 -1.484 0.405
C -2.205 -2.963 0.293
C -2.879 -4.180 0.366
C -2.185 -5.370 0.245
C -0.812 -5.362 0.030
C -0.130 -4.162 -0.029
C -0.813 -2.956 0.116
S 0.113 -1.479 0.108
H -3.946 -4.185 0.524
H -2.712 -6.307 0.319
H -0.272 -6.288 -0.078
H 0.935 -4.140 -0.189
S 2.915 0.504 -0.778
C 4.501 0.147 -0.386
N 4.963 0.034 0.860
C 6.385 -0.258 0.897
C 6.746 -0.352 -0.599
N 5.481 -0.073 -1.255
H 4.421 0.204 1.686
H 6.563 -1.193 1.433
H 6.926 0.540 1.412
H 7.109 -1.343 -0.876
H 7.496 0.384 -0.889
H 5.387 -0.009 -2.252
C 0.127 -0.246 -3.112
As -1.555 0.223 -2.241
C -2.847 -0.986 -3.052
C -1.969 1.868 -3.210
H -0.054 -0.426 -4.174
H 0.563 -1.138 -2.667
H 0.834 0.579 -2.996
H -2.787 -0.894 -4.143
H -3.854 -0.719 -2.722
H -2.633 -2.014 -2.755
H -1.904 1.649 -4.282
H -1.250 2.656 -2.981
H -2.981 2.203 -2.985
*
```

Its energy above the lowest of the compared OMol25 structures with the same formula, charge and spin is 0.271 eV. For the max |F|, the calculation gives 0.0330 Eh/bohr. For the orbital gap (alpha / beta), the calculation gives 8.200 / 5.219 eV. For the HOMO energy (alpha / beta), the calculation gives -12.976 / -12.982 eV.